1.
14
Properties=species:S:1:pos:R:3:lowdin_charge:R:1 method="wB97M-V/def2-TZVPD" smiles="C/N=C(/NO)NS" homo_lumo_gap_ev=9.803 total_charge=0 relative_energy_kj_mol=336.51 max_force_ha_per_bohr=0.11597 e_homo_ev=-9.317
C 0.847 -0.722 1.169 -0.254
C -0.315 0.588 -0.295 -0.505
H 1.249 -0.491 2.078 0.054
H 0.458 -1.745 1.290 0.093
H 1.724 -0.846 0.581 0.037
H 0.456 0.507 -2.223 0.063
H 1.534 -2.069 -0.730 -0.030
H -1.930 1.284 -1.100 0.168
H -1.682 1.315 1.407 0.117
N -0.085 0.192 0.913 0.020
N 0.030 -0.057 -1.519 -0.377
N -1.067 1.654 -0.587 0.039
O -1.591 2.102 0.752 -0.113
S 0.371 -1.711 -1.738 0.688



2.
142
Properties=species:S:1:pos:R:3:lowdin_charge:R:1 method="wB97M-V/def2-TZVPD" smiles="CCN(CC)CC.CNC(C)=O.CNC(C)=O.CNC(C)=O.CNC(C)=O.CNC(C)=O.CNC(C)=O.CNC(C)=O.CNC(C)=O.CNC(C)=O.CNC(C)=O" homo_lumo_gap_ev=8.512 total_charge=0 relative_energy_kj_mol=478.04 max_force_ha_per_bohr=0.15500 e_homo_ev=-8.613
C 0.522 -2.255 -1.797 -0.066
C 0.488 -0.712 -1.825 -0.281
N -0.120 -0.090 -0.707 -0.146
C 0.448 -0.604 0.548 -0.236
C 1.877 -0.147 0.805 -0.072
C -1.582 -0.139 -0.817 -0.237
C -2.394 0.854 -0.023 -0.097
H 1.383 -2.522 -1.184 0.054
H 0.660 -2.800 -2.731 0.087
H -0.327 -2.726 -1.301 0.046
H 1.480 -0.387 -2.139 0.100
H -0.126 -0.606 -2.719 0.091
H -0.145 -0.113 1.319 0.112
H 0.435 -1.692 0.612 0.080
H 2.520 -0.634 0.071 0.050
H 1.965 0.918 0.587 0.077
H 2.233 -0.344 1.816 0.068
H -1.991 -1.119 -0.572 0.096
H -1.856 0.087 -1.847 0.113
H -2.086 1.845 -0.356 0.056
H -2.294 0.983 1.055 0.051
H -3.474 0.733 -0.116 0.067
C 5.067 -1.436 -0.945 -0.002
C 4.803 -2.706 -1.583 -0.657
O 5.042 -2.949 -2.750 0.043
N 4.179 -3.496 -0.801 0.029
C 3.628 -4.751 -1.274 -0.052
H 6.147 -1.304 -0.872 0.102
H 4.802 -1.346 0.108 0.049
H 4.542 -0.606 -1.417 0.094
H 3.979 -3.198 0.144 0.066
H 4.342 -5.572 -1.344 0.079
H 3.372 -4.592 -2.321 0.084
H 2.786 -5.130 -0.695 0.068
C 1.035 4.479 -5.266 -0.006
C 0.991 3.180 -5.984 -0.592
O 0.987 3.251 -7.258 -0.027
N 1.056 2.061 -5.407 0.062
C 1.342 1.874 -3.932 -0.033
H 1.969 5.037 -5.336 0.095
H 0.881 4.374 -4.192 0.038
H 0.267 5.160 -5.631 0.089
H 0.692 1.285 -5.942 0.134
H 0.474 1.872 -3.274 0.071
H 2.166 2.440 -3.497 0.097
H 1.609 0.825 -3.803 0.059
C -5.226 3.523 2.234 0.018
C -3.941 3.744 1.564 -0.549
O -2.966 3.896 2.286 0.015
N -3.702 3.805 0.247 0.039
C -4.772 3.868 -0.807 -0.042
H -5.147 4.055 3.182 0.099
H -5.446 2.477 2.450 0.085
H -6.084 3.954 1.718 0.077
H -2.737 3.874 -0.043 0.097
H -4.318 4.378 -1.657 0.077
H -5.691 4.405 -0.572 0.078
H -5.045 2.854 -1.099 0.072
C -2.140 -4.117 0.925 0.007
C -1.110 -5.166 0.530 -0.624
O -1.059 -5.368 -0.613 0.103
N -0.737 -5.981 1.547 0.005
C 0.214 -7.065 1.305 -0.073
H -3.033 -4.259 0.317 0.093
H -1.726 -3.137 0.686 0.053
H -2.187 -4.212 2.010 0.069
H -1.003 -5.679 2.473 0.122
H -0.263 -7.893 0.781 0.087
H 0.391 -7.498 2.290 0.075
H 1.199 -6.882 0.876 0.078
C 1.624 -3.509 2.692 0.045
C 3.178 -3.774 2.466 -0.455
O 3.852 -2.914 1.858 -0.030
N 3.743 -4.942 2.833 0.029
C 3.077 -6.092 3.421 -0.067
H 0.989 -4.302 2.296 0.048
H 1.505 -2.530 2.226 0.051
H 1.557 -3.415 3.776 0.088
H 4.701 -4.883 2.520 0.152
H 2.038 -5.946 3.716 0.080
H 3.720 -6.353 4.262 0.084
H 3.149 -6.990 2.807 0.078
C 0.773 3.868 2.262 -0.010
C 0.400 2.697 3.096 -0.452
O 1.279 1.776 3.408 -0.074
N -0.859 2.603 3.528 -0.002
C -1.446 1.633 4.308 -0.088
H 1.003 3.830 1.197 0.074
H 1.670 4.363 2.632 0.074
H -0.008 4.627 2.324 0.070
H -1.511 3.259 3.122 0.074
H -2.048 0.978 3.677 0.059
H -2.133 1.933 5.100 0.096
H -0.632 1.039 4.722 0.092
C 5.414 0.143 3.029 -0.002
C 5.601 1.437 2.351 -0.634
O 6.594 1.627 1.698 0.055
N 4.579 2.240 2.273 0.032
C 4.558 3.701 2.389 -0.058
H 5.211 -0.598 2.256 0.065
H 4.854 0.180 3.964 0.091
H 6.386 -0.295 3.255 0.087
H 3.707 1.823 2.568 0.101
H 4.404 4.177 3.357 0.077
H 3.730 4.095 1.799 0.062
H 5.517 4.126 2.095 0.084
C -1.108 -1.299 -6.621 -0.004
C -1.504 -2.416 -5.737 -0.612
O -0.935 -3.470 -5.975 0.051
N -2.407 -2.191 -4.807 0.027
C -2.646 -3.175 -3.776 -0.072
H -2.010 -1.094 -7.199 0.092
H -0.246 -1.580 -7.226 0.094
H -0.741 -0.456 -6.036 0.058
H -3.105 -1.464 -4.864 0.146
H -2.336 -2.879 -2.774 0.056
H -2.193 -4.166 -3.793 0.095
H -3.724 -3.307 -3.682 0.080
C -4.319 -0.744 2.123 0.005
C -4.663 -1.005 3.577 -0.552
O -4.023 -0.514 4.502 0.027
N -5.733 -1.791 3.863 0.025
C -6.671 -2.469 2.902 -0.072
H -4.870 0.111 1.730 0.077
H -4.680 -1.658 1.651 0.070
H -3.251 -0.538 2.192 0.070
H -5.743 -2.064 4.836 0.135
H -7.551 -2.846 3.423 0.075
H -6.299 -3.405 2.483 0.072
H -7.068 -1.871 2.082 0.080
C -0.455 5.021 -1.415 -0.007
C -0.017 6.314 -0.799 -0.496
O 0.378 6.350 0.382 0.032
N -0.045 7.386 -1.684 -0.015
C 0.557 8.639 -1.345 -0.084
H -0.842 4.332 -0.665 0.063
H 0.379 4.492 -1.876 0.075
H -1.083 5.203 -2.287 0.076
H -0.415 7.138 -2.591 0.122
H 0.369 9.278 -2.207 0.084
H 1.623 8.550 -1.135 0.094
H -0.041 9.119 -0.570 0.089



3.
21
Properties=species:S:1:pos:R:3:lowdin_charge:R:1 method="wB97M-V/def2-TZVPD" smiles=CN(C)C.NCO homo_lumo_gap_ev=9.746 total_charge=0 relative_energy_kj_mol=184.34 max_force_ha_per_bohr=0.04224 e_homo_ev=-8.835
N 1.852 -3.112 0.497 -0.019
C 1.316 -2.114 -0.417 -0.365
O 1.583 -0.802 0.111 -0.120
H 1.682 -4.071 0.250 0.049
H 2.885 -2.951 0.652 0.093
H 1.806 -2.205 -1.415 0.107
H 0.212 -2.265 -0.425 0.113
H 0.738 -0.261 0.010 0.042
C -0.536 1.794 -1.207 -0.120
N -0.578 1.035 0.011 -0.389
C -0.298 1.823 1.210 -0.104
C -1.865 0.365 0.181 -0.118
H 0.465 2.161 -1.404 0.080
H -1.145 2.756 -1.179 0.100
H -0.880 1.111 -2.035 0.100
H -0.265 1.173 2.076 0.085
H 0.711 2.301 1.122 0.102
H -1.018 2.635 1.343 0.080
H -1.896 -0.396 0.993 0.092
H -2.070 -0.138 -0.787 0.080
H -2.700 1.160 0.412 0.114